[1]
Here is a molecular structure, C21H27BN10ORhSi from OMol25. Energies are from the ωB97M-V functional and the def2-TZVPD basis.

Geometry as XYZ:
```
62
Properties=species:S:1:pos:R:3
Rh -0.293 -0.197 -0.301
C 3.418 0.542 1.499
C 2.182 0.980 1.065
N 1.532 -0.024 0.459
N 2.344 -1.114 0.486
C 3.481 -0.787 1.114
B 1.811 -2.472 -0.082
N 1.382 -2.224 -1.562
C 1.884 -2.765 -2.683
C 1.270 -2.175 -3.771
C 0.391 -1.249 -3.225
N 0.462 -1.296 -1.893
N 0.526 -2.786 0.750
C 0.204 -3.801 1.563
C -1.058 -3.573 2.083
C -1.448 -2.356 1.546
N -0.481 -1.891 0.743
N 2.779 -3.605 -0.018
C 2.523 -4.919 -0.301
C 3.719 -5.567 -0.396
C 4.683 -4.562 -0.165
N 4.122 -3.388 0.032
H 4.175 1.113 2.005
H 1.748 1.964 1.141
H 4.261 -1.523 1.209
H 2.641 -3.531 -2.634
H 1.435 -2.390 -4.812
H -0.283 -0.570 -3.722
H 0.885 -4.620 1.722
H -1.610 -4.203 2.757
H -2.361 -1.803 1.691
H 1.517 -5.288 -0.426
H 3.883 -6.613 -0.591
H 5.757 -4.652 -0.142
C -0.909 3.349 1.031
Si -1.227 1.571 1.363
C -2.799 0.873 0.631
C -0.706 0.918 3.000
H -1.498 3.909 1.768
H -1.248 3.658 0.042
H 0.132 3.646 1.167
H -3.435 0.524 1.450
H -2.689 -0.002 -0.033
H -3.323 1.644 0.064
H -1.351 1.389 3.753
H 0.323 1.188 3.236
H -0.820 -0.162 3.082
N 2.466 5.040 -3.359
C 2.144 4.244 -2.326
O 2.756 4.184 -1.278
C 0.906 3.385 -2.469
C -0.210 3.671 -3.235
C -1.314 2.827 -3.154
C -1.270 1.750 -2.295
N -0.189 1.482 -1.537
C 0.879 2.268 -1.648
H 3.292 5.613 -3.274
H 2.043 4.954 -4.266
H -0.246 4.546 -3.872
H -2.204 3.009 -3.739
H -2.114 1.076 -2.205
H 1.751 2.033 -1.058
```

Properties
* spin multiplicity: 2
* charge: +2
* relative energy (zero: lowest compared OMol25 entry of this formula, charge and spin): 31.8 kcal/mol
* HOMO (alpha / beta): -14.12 / -14.11 eV
* E_LUMO (alpha / beta): -7.171 / -8.630 eV
* ⟨S²⟩: 0.76

---

[2]
Here is a molecular structure, C21H27Br18F3N3O3 from OMol25. Energies are from the ωB97M-V functional and the def2-TZVPD basis.

Geometry as XYZ:
```
75
Properties=species:S:1:pos:R:3
C 0.450 3.714 5.360
C 0.268 3.184 3.931
N -1.150 2.872 3.712
C -1.581 3.009 2.332
C -1.009 1.980 1.307
C -0.039 2.569 0.307
C 1.109 1.870 -0.065
C 2.036 2.397 -0.975
C 3.288 1.659 -1.366
C 3.050 0.492 -2.353
C 2.924 -0.878 -1.696
F 2.758 -0.767 -0.364
F 4.019 -1.616 -1.894
F 1.881 -1.552 -2.203
C 1.766 3.653 -1.482
N 0.657 4.329 -1.126
C 0.469 5.669 -1.697
O -0.356 6.405 -0.828
N -0.987 7.525 -1.588
O -2.124 7.419 -1.576
C -0.231 3.821 -0.262
C -1.578 1.650 4.318
C -0.653 0.488 4.539
O -2.716 1.565 4.689
H 1.300 4.387 5.433
H -0.436 4.291 5.619
H 0.530 2.911 6.090
H 0.934 2.331 3.787
H 0.547 4.003 3.269
H -1.338 4.023 2.020
H -2.665 2.925 2.321
H -0.490 1.178 1.826
H -1.812 1.497 0.750
H 1.292 0.900 0.386
H 3.818 1.309 -0.485
H 3.952 2.359 -1.870
H 2.190 0.640 -3.002
H 3.921 0.437 -2.999
H 2.433 4.147 -2.173
H 0.005 5.616 -2.683
H 1.430 6.172 -1.783
H -1.085 4.430 -0.022
H 0.073 0.668 5.331
H -1.276 -0.342 4.883
H -0.136 0.148 3.646
C -0.884 -3.957 -3.303
Br -1.184 -4.363 -1.445
Br 0.259 -5.259 -4.132
Br -2.545 -3.726 -4.255
H -0.365 -3.010 -3.340
C -2.827 -3.524 6.109
Br -1.018 -4.190 6.119
Br -3.756 -3.960 7.734
Br -2.874 -1.632 5.743
H -3.344 -4.020 5.301
C 1.825 -5.234 1.033
Br 3.547 -6.080 0.929
Br 1.112 -5.266 2.821
Br 1.874 -3.443 0.331
H 1.149 -5.802 0.408
C -5.812 -4.373 -6.387
Br -5.089 -5.633 -7.647
Br -5.126 -2.593 -6.680
Br -7.734 -4.400 -6.381
H -5.486 -4.680 -5.403
C 3.818 -0.899 3.332
Br 5.503 0.014 3.438
Br 3.208 -1.506 5.047
Br 2.481 0.200 2.467
H 3.957 -1.771 2.707
C -1.331 -5.247 -9.240
Br -1.196 -7.165 -9.216
Br -1.429 -4.526 -7.458
Br 0.088 -4.441 -10.261
H -2.260 -4.999 -9.734
```

Properties
* charge: +1
* HOMO: -11.39 eV
* E_LUMO: -4.281 eV

---

[3]
Here is a molecular structure, C21H27Br2N5PPdSi from OMol25. Energies are from the ωB97M-V functional and the def2-TZVPD basis.

Geometry as XYZ:
```
58
Properties=species:S:1:pos:R:3
Pd -0.300 -0.306 -0.444
Br -0.646 1.891 5.951
C -0.567 1.234 4.211
C -0.792 -0.112 3.950
C -0.718 -0.544 2.642
N -0.435 0.276 1.628
C -0.239 1.587 1.863
C -0.290 2.092 3.151
C 0.010 2.443 0.673
C 0.152 3.818 0.749
C 0.365 4.550 -0.414
Br 0.550 6.401 -0.336
C 0.421 3.883 -1.632
C 0.264 2.513 -1.633
N 0.073 1.810 -0.514
H -1.027 -0.807 4.743
H -0.904 -1.581 2.389
H -0.125 3.139 3.348
H 0.085 4.336 1.694
H 0.574 4.416 -2.559
H 0.278 1.953 -2.560
C 4.789 -2.685 -1.016
N 3.925 -2.920 0.138
C 4.426 -2.298 1.372
N 4.417 -0.845 1.236
C 5.207 -0.529 0.049
N 4.668 -1.237 -1.121
C 3.417 -0.730 -1.630
P 2.102 -0.971 -0.313
C 2.508 -2.792 -0.091
C 3.059 -0.316 1.134
H 4.419 -3.189 -1.906
H 5.813 -2.973 -0.792
H 5.445 -2.642 1.544
H 3.795 -2.613 2.202
H 6.237 -0.850 0.204
H 5.189 0.541 -0.153
H 3.137 -1.240 -2.551
H 3.528 0.337 -1.838
H 2.205 -3.357 -0.972
H 1.970 -3.180 0.778
H 2.508 -0.541 2.050
H 3.099 0.774 1.058
C -5.947 -2.330 -1.145
Si -5.213 -0.696 -1.546
C -5.402 -0.207 -3.477
C -6.308 0.835 -1.044
C -3.483 -0.486 -1.094
C -2.294 -0.407 -0.821
H -6.972 -2.416 -1.509
H -5.954 -2.481 -0.063
H -5.353 -3.135 -1.583
H -6.459 -0.315 -3.704
H -4.774 -1.018 -3.860
H -5.006 0.783 -3.671
H -7.305 0.680 -1.447
H -5.858 1.769 -1.359
H -6.261 0.686 0.042
```

Properties
* spin multiplicity: 5
* charge: +3
* relative energy (zero: lowest compared OMol25 entry of this formula, charge and spin): 0.0 kcal/mol
* HOMO (alpha / beta): -17.10 / -17.05 eV
* E_LUMO (alpha / beta): -8.336 / -11.428 eV
* ⟨S²⟩: 6.02

---

[4]
Here is a single C21H27ClN2O5 molecule from OMol25. Energies are from the ωB97M-V functional and the def2-TZVPD basis.

Geometry as XYZ:
```
56
Properties=species:S:1:pos:R:3
C -6.951 1.324 0.691
O -6.300 0.425 -0.205
C -5.005 0.150 0.137
C -3.969 0.847 -0.489
C -4.278 1.906 -1.509
C -2.661 0.524 -0.164
C -2.368 -0.468 0.765
C -0.921 -0.745 1.034
O -0.056 -0.403 0.241
N -0.602 -1.376 2.190
C 0.795 -1.604 2.524
C 1.392 -2.808 1.802
C 2.896 -2.865 1.978
O 3.464 -1.801 1.241
C 4.834 -1.615 1.494
C 5.380 -0.622 0.485
N 5.521 -1.178 -0.843
C 4.744 -0.947 -1.936
O 4.966 -1.480 -3.007
C 3.635 -0.019 -1.758
C 2.671 0.691 -1.662
C 1.477 1.517 -1.574
C 1.660 2.983 -1.998
C 0.245 3.381 -2.461
O -0.541 2.186 -2.486
C 0.352 1.083 -2.514
C -3.401 -1.170 1.370
C -4.711 -0.857 1.051
Cl -6.002 -1.759 1.779
H -7.956 1.471 0.306
H -7.003 0.903 1.697
H -6.428 2.283 0.725
H -3.358 2.247 -1.983
H -4.951 1.520 -2.274
H -4.772 2.766 -1.052
H -1.846 1.049 -0.647
H -1.311 -1.525 2.884
H 1.363 -0.714 2.250
H 0.863 -1.736 3.605
H 0.944 -3.732 2.175
H 1.171 -2.729 0.737
H 3.165 -2.771 3.041
H 3.295 -3.822 1.620
H 4.987 -1.230 2.512
H 5.375 -2.568 1.413
H 4.708 0.234 0.432
H 6.352 -0.261 0.829
H 6.268 -1.833 -1.018
H 1.089 1.460 -0.556
H 2.027 3.606 -1.185
H 2.372 3.044 -2.821
H -0.241 4.078 -1.778
H 0.266 3.830 -3.457
H 0.742 0.913 -3.525
H -0.172 0.199 -2.162
H -3.217 -1.987 2.056
```

Properties
* relative energy (zero: lowest compared OMol25 entry of this formula, charge and spin): 45.4 kcal/mol
* HOMO: -9.16 eV
* E_LUMO: 0.598 eV

---

[5]
Here is a molecular structure, C21H27CrN14S2 from OMol25. Energies are from the ωB97M-V functional and the def2-TZVPD basis.

Geometry as XYZ:
```
65
Properties=species:S:1:pos:R:3
Cr -0.630 -0.483 1.131
C -2.797 3.345 0.672
C -1.493 2.645 0.702
N -1.382 1.505 1.378
N -2.354 1.234 2.292
C -2.038 0.553 3.401
N -2.795 0.681 4.489
S -0.676 -0.565 3.483
C -0.343 3.334 0.094
C -0.254 4.754 0.141
C 0.905 5.409 -0.245
C 1.940 4.687 -0.863
C 1.721 3.330 -0.953
N 0.649 2.626 -0.425
H -2.740 4.244 1.347
H -3.544 2.646 1.103
H -3.049 3.614 -0.361
H -3.632 1.234 4.515
H -2.571 0.203 5.340
H -1.020 5.310 0.608
H 1.068 6.444 0.046
H 2.890 5.167 -1.084
H 2.496 2.671 -1.453
N -4.184 -2.955 0.740
C -3.670 -1.725 0.738
N -2.361 -1.793 1.069
C -2.162 -3.158 1.138
N -3.187 -3.928 0.827
C -0.811 -3.671 1.135
C -0.322 -4.981 1.077
N 0.976 -5.256 0.776
C 1.804 -4.237 0.738
C 1.341 -2.926 0.821
N 0.072 -2.608 1.165
H -5.167 -3.215 0.682
H -4.184 -0.868 0.398
H -1.029 -5.793 1.167
H 2.878 -4.485 0.625
H 1.999 -2.036 0.728
C 3.750 -0.667 -2.538
C 4.506 -0.031 -1.360
C 3.568 0.343 -0.207
N 2.333 -0.091 -0.254
N 1.631 0.183 0.917
C 2.402 0.831 1.793
N 2.008 1.193 3.052
S 3.967 1.318 1.247
H 4.441 -0.935 -3.378
H 3.034 0.005 -2.987
H 3.178 -1.551 -2.229
H 5.022 0.858 -1.664
H 5.322 -0.738 -1.080
H 1.104 0.840 3.321
H 2.681 1.462 3.753
C -0.592 -2.545 -3.498
N -1.065 -1.158 -3.203
C -1.547 -0.243 -4.176
C -0.885 -0.784 -1.967
N -0.710 -0.542 -0.831
H 0.254 -2.582 -4.215
H -1.443 -3.070 -3.812
H -0.263 -2.959 -2.533
H -0.740 0.237 -4.778
H -2.173 0.512 -3.676
H -2.124 -0.838 -4.880
```

Properties
* spin multiplicity: 4
* charge: +2
* relative energy (zero: lowest compared OMol25 entry of this formula, charge and spin): 41.3 kcal/mol
* HOMO (alpha / beta): -13.40 / -13.44 eV
* E_LUMO (alpha / beta): -6.280 / -6.214 eV
* ⟨S²⟩: 3.80

---

[6]
Here is a gas-phase ion, C21H27FNO3 (charge +1) from OMol25. Energies are from the ωB97M-V functional and the def2-TZVPD basis.

Geometry as XYZ:
```
53
Properties=species:S:1:pos:R:3
C 3.466 -0.668 1.938
O 2.304 -1.452 1.816
C 2.590 -2.768 1.333
C 3.009 -2.822 -0.141
C 1.862 -2.331 -1.079
C 1.870 -0.809 -1.293
C 0.793 -0.388 -2.317
C 0.818 1.133 -2.615
C -0.522 1.868 -2.301
C -0.288 3.104 -1.384
C -0.275 2.721 0.076
C 0.964 2.653 0.727
C 0.998 2.352 2.056
N -0.145 2.126 2.715
C -1.332 2.183 2.123
F -2.376 1.977 2.895
C -1.460 2.473 0.789
O -2.631 2.587 0.126
C -3.627 1.602 0.437
O -4.689 2.020 0.821
C -3.418 0.129 0.268
C -2.209 -0.509 0.017
C -2.164 -1.877 -0.075
C -3.285 -2.664 0.073
C -4.496 -2.035 0.321
C -4.544 -0.670 0.410
H 3.174 0.386 2.027
H 4.147 -0.730 1.077
H 4.055 -0.955 2.825
H 1.720 -3.397 1.549
H 3.418 -3.165 1.951
H 3.132 -3.887 -0.377
H 3.906 -2.237 -0.362
H 1.927 -2.840 -2.046
H 0.925 -2.583 -0.562
H 1.674 -0.328 -0.321
H 2.856 -0.461 -1.637
H -0.185 -0.697 -1.924
H 0.942 -0.972 -3.233
H 1.620 1.591 -2.022
H 1.009 1.264 -3.684
H -1.233 1.213 -1.788
H -0.993 2.178 -3.238
H -1.073 3.853 -1.565
H 0.646 3.603 -1.667
H 1.900 2.866 0.225
H 1.942 2.303 2.587
H -0.076 1.913 3.706
H -1.298 0.075 -0.086
H -1.229 -2.401 -0.265
H -3.208 -3.747 0.024
H -5.414 -2.598 0.472
H -5.497 -0.183 0.597
```

Properties
* charge: +1
* HOMO: -12.38 eV
* E_LUMO: -4.253 eV

---

[7]
Here is a molecular structure, C21H27GaN6SSe from OMol25. Energies are from the ωB97M-V functional and the def2-TZVPD basis.

Geometry as XYZ:
```
57
Properties=species:S:1:pos:R:3
Ga -0.770 -0.750 0.091
C -5.077 -0.241 -1.133
C -3.688 0.026 -0.671
N -2.665 -0.822 -0.809
N -3.012 -1.902 -1.591
C -2.136 -2.893 -1.748
N -2.491 -3.963 -2.479
S -0.526 -2.763 -1.126
C -3.450 1.137 0.140
C -4.396 2.220 0.160
C -4.097 3.339 0.913
C -2.866 3.360 1.636
C -2.002 2.240 1.620
N -2.207 1.200 0.788
H -5.010 -1.158 -1.777
H -5.390 0.527 -1.931
H -5.769 -0.325 -0.276
H -3.427 -3.890 -2.934
H -1.879 -4.728 -2.733
H -5.202 2.181 -0.511
H -4.764 4.200 1.002
H -2.512 4.197 2.348
H -1.189 2.280 2.312
Se -1.330 -0.879 2.469
C 0.054 -1.879 3.201
N 0.958 -2.464 3.605
C 3.710 0.001 3.579
C 3.428 -0.427 2.164
C 4.146 -1.514 1.654
C 3.734 -1.980 0.376
C 4.443 -3.245 -0.180
C 2.754 -1.392 -0.374
C 1.938 -0.357 0.184
C 2.301 0.086 1.495
N 0.832 0.155 -0.430
C 1.008 1.358 -1.354
C 1.166 2.607 -0.467
C 2.227 1.130 -2.333
C -0.251 1.549 -2.300
H 2.823 0.554 3.961
H 4.589 0.703 3.721
H 3.988 -0.826 4.211
H 4.912 -2.010 2.227
H 5.399 -3.332 0.240
H 4.493 -3.097 -1.260
H 3.798 -4.182 -0.025
H 2.672 -1.658 -1.463
H 1.619 0.847 1.975
H 1.276 3.468 -1.153
H 1.912 2.551 0.279
H 0.206 2.718 0.034
H 3.129 1.361 -1.742
H 2.062 1.800 -3.172
H 2.181 0.127 -2.803
H -1.170 1.719 -1.715
H -0.365 0.624 -2.907
H -0.115 2.411 -2.985
```

Properties
* relative energy (zero: lowest compared OMol25 entry of this formula, charge and spin): 0.0 kcal/mol
* HOMO: -7.66 eV
* E_LUMO: -1.355 eV

---

[8]
Here is a single C21H27N3O3 molecule from OMol25. Energies are from the ωB97M-V functional and the def2-TZVPD basis.

Geometry as XYZ:
```
54
Properties=species:S:1:pos:R:3
O 2.976 3.327 4.170
C 2.956 2.320 3.489
C 2.432 0.986 4.009
C 1.005 0.720 3.521
C 0.952 0.241 2.077
O 1.939 -0.004 1.408
N -0.301 0.091 1.606
C -0.603 -0.352 0.260
C -1.274 0.758 -0.548
C -1.616 0.248 -1.945
N -2.503 -0.894 -1.849
C -3.014 -1.312 -3.144
C -4.145 -2.292 -2.990
C -5.155 -2.037 -2.068
C -6.207 -2.921 -1.918
C -6.267 -4.068 -2.693
C -5.268 -4.327 -3.614
C -4.210 -3.445 -3.758
C -1.850 -1.988 -1.154
C -1.518 -1.575 0.276
N 3.373 2.276 2.211
C 3.907 3.436 1.527
C 5.329 3.223 1.123
C 6.477 3.165 1.858
C 7.521 2.895 0.940
C 6.930 2.807 -0.281
O 5.604 3.000 -0.181
H 3.084 0.178 3.677
H 2.438 1.033 5.098
H 0.404 1.627 3.621
H 0.547 -0.055 4.141
H -1.085 0.318 2.197
H 0.360 -0.611 -0.193
H -0.614 1.623 -0.620
H -2.196 1.061 -0.047
H -2.125 1.036 -2.506
H -0.682 -0.005 -2.481
H -3.392 -0.419 -3.654
H -2.220 -1.749 -3.777
H -5.095 -1.143 -1.468
H -6.985 -2.715 -1.197
H -7.091 -4.758 -2.578
H -5.308 -5.221 -4.219
H -3.430 -3.655 -4.477
H -2.533 -2.841 -1.143
H -0.923 -2.295 -1.672
H -1.037 -2.403 0.798
H -2.446 -1.325 0.795
H 3.266 1.412 1.693
H 3.831 4.269 2.232
H 3.313 3.651 0.632
H 6.562 3.302 2.916
H 8.563 2.785 1.162
H 7.326 2.622 -1.260
```

Properties
* relative energy (zero: lowest compared OMol25 entry of this formula, charge and spin): 57.3 kcal/mol
* HOMO: -8.36 eV
* E_LUMO: 0.623 eV

---

no.,E (Ha)
1,-1863.72759
2,-47837.82962
3,-6995.83665
4,-1762.27281
5,-3423.36375
6,-1196.48237
7,-5869.35549
8,-1206.44169